This record from OMol25 describes a molecular structure, C36H26AsCl5N7ORhS. The level of theory is ωB97M-V with the def2-TZVPD basis set.

Element x y z (Å)
Rh  12.7786  16.0577  11.3392
As  13.0716  13.6484  11.8597
Cl  8.1235  15.2742  11.6439
Cl  12.6003  15.6468  8.9536
Cl  6.3522  15.4109  8.9724
Cl  10.9966  16.0998  6.1933
Cl  7.8489  15.8828  6.1949
S  16.8384  18.1424  11.2940
O  10.8163  15.6038  11.1467
N  13.6100  17.8965  15.0120
N  13.1146  22.6534  11.1931
N  12.4626  20.5065  11.0421
N  12.4409  18.1271  10.5782
N  14.6250  20.9683  11.8804
N  14.8987  16.5136  11.8147
N  12.7446  16.7475  13.2646
C  10.1426  15.8232  7.6180
C  10.2958  10.7936  9.3112
C  10.0726  10.8436  10.6945
C  8.8037  15.4762  10.0863
C  13.7797  13.9011  14.6713
C  13.6991  13.8869  16.0453
C  12.7756  13.0411  16.6875
C  10.7514  11.7940  11.5122
C  15.0330  17.4253  12.8931
C  11.3383  11.5002  8.6810
C  11.7517  12.5281  10.9000
C  15.7500  16.7958  10.8780
C  8.7125  15.6862  7.6700
C  11.7266  16.9444  14.1991
C  11.9536  12.1772  15.9462
C  12.9720  13.1334  13.8862
C  13.8546  17.3267  13.7791
C  10.2232  17.4262  16.4730
C  16.7568  12.0924  10.2401
C  16.4187  11.0158  12.3649
C  12.1606  12.1986  14.5260
C  10.2228  15.6150  10.0156
C  8.0804  15.3959  8.8945
C  9.6452  16.8260  15.3265
C  12.0645  12.3865  9.5475
C  11.5563  17.7671  16.5257
C  13.4055  21.3549  11.3639
C  10.3701  16.6829  14.1514
C  17.1577  11.1976  11.2064
C  16.1667  18.2358  12.8933
C  14.8372  12.6655  11.5873
C  12.5360  19.2664  10.8022
C  15.2571  11.7404  12.5700
C  10.8841  15.7148  8.7758
C  15.5870  12.8767  10.4416
C  12.2766  17.5772  15.3909
H  13.7509  23.4373  11.3414
H  14.7461  19.9746  12.0018
H  16.7820  10.2340  13.0006
H  14.3777  14.5407  16.6188
H  12.1133  22.8682  11.0611
H  11.2475  11.5108  16.3772
H  12.6565  12.9431  17.7798
H  12.9981  12.8744  9.2086
H  15.7608  16.3732  9.9344
H  11.6193  11.4987  7.6276
H  11.7107  11.4392  13.9203
H  17.2250  12.1146  9.3202
H  14.5082  14.6088  14.2317
H  9.5903  17.5704  17.3744
H  16.4931  18.9597  13.6930
H  10.0461  16.2273  13.1984
H  14.6097  11.6155  13.4086
H  9.7953  10.0106  8.7356
H  18.0216  10.4695  11.0114
H  10.3717  12.0464  12.5146
H  9.4148  10.1021  11.2132
H  15.4450  21.5638  11.9394
H  8.6323  16.5712  15.3914
H  11.9421  18.1736  17.4966
H  14.3419  18.1002  15.6289
H  15.3054  13.5721  9.6415

Atomic forces in eV per Å
1.38 0.42 0.01
1.03 -3.36 2.06
-0.16 0.09 -0.79
-0.15 -0.17 -2.43
0.52 -0.37 -0.14
-0.03 0.02 -0.72
0.34 -0.20 1.00
-0.09 -1.33 0.18
-2.10 -0.11 -1.51
-1.15 -1.60 -1.58
-0.61 0.37 0.17
-0.51 1.00 0.02
0.29 0.28 -0.18
-1.12 0.29 -0.64
0.94 2.02 0.11
0.75 2.06 2.74
0.67 -0.21 0.82
0.78 -1.14 -0.39
0.07 0.40 0.92
-0.78 -0.79 -0.91
1.08 1.96 0.12
-0.06 -0.34 1.18
-0.70 -0.60 0.42
-1.37 -0.32 -0.96
0.52 -0.93 0.60
0.25 1.89 2.24
1.06 0.27 0.13
0.88 2.38 2.52
0.52 -0.03 -0.74
1.12 1.27 2.03
2.25 1.44 -2.31
-0.84 -0.01 -1.30
-1.46 -0.03 0.29
-1.03 -0.83 0.16
-1.90 0.52 1.54
-0.04 0.15 -0.28
-0.70 -0.12 0.69
-0.19 -0.43 2.52
-0.88 1.31 0.80
1.37 1.28 0.15
0.16 -1.02 -0.92
-0.17 0.95 2.13
1.43 0.45 0.35
0.26 -1.40 -0.72
1.20 -1.45 -0.63
-1.63 -0.17 -0.24
-0.73 0.41 0.27
0.01 -0.78 0.35
-0.07 0.52 -1.07
-0.44 0.08 -0.09
0.95 -0.65 -0.30
1.27 -0.77 -3.18
-0.30 -0.70 0.17
0.19 0.15 -0.11
-0.26 -0.10 0.70
-0.47 -0.52 -0.20
1.10 -0.17 -0.16
-0.28 -0.47 0.36
0.40 0.59 -0.58
-0.77 -0.31 -0.17
0.21 -0.93 -1.66
-0.38 -0.47 0.29
-0.57 -0.17 -0.09
1.12 0.29 -1.69
-0.45 -0.45 0.08
0.56 -0.16 -0.79
-0.38 -0.92 -1.23
-0.44 0.32 0.94
0.07 -0.38 0.52
-0.10 0.38 0.17
-1.24 1.42 0.27
0.54 -0.57 -0.47
0.30 0.93 -0.83
-0.52 -0.07 -0.06
-1.33 -0.37 -0.17
-0.09 -0.28 -1.28
1.01 0.52 1.05
-0.11 -0.21 0.38

Summary:
Strongest force on any atom = 4.078 eV/Å
2S+1 = 5
Charge = +2
Energy relative to the best compared isomer or geometry (same formula, charge and spin) = 71.03 kcal/mol
DFT total energy = -6890.833786 hartree
HOMO-LUMO gap (spin up / spin down) = 6.68 / 5.33 eV